Model one:
This record from the Open Molecules 2025 dataset describes one molecule with the formula C4H11NS. The level of theory is the ωB97M-V functional and the def2-TZVPD basis.

The HOMO energy comes out at -8.641 eV. As for the HOMO-LUMO gap: 9.567 eV. Its spin multiplicity is 1. The value obtained for the LUMO energy is 0.93 eV.

```
17
C4H11NS, DFT the ωB97M-V functional and the def2-TZVPD basis
C -0.897 0.794 1.840
C 0.406 0.626 1.059
C 0.415 1.482 -0.204
S -0.634 0.360 -1.463
C 0.651 -1.165 -1.583
N -0.122 -2.341 -1.139
H -0.989 1.749 2.368
H -1.020 0.008 2.584
H -1.743 0.842 1.152
H 1.279 0.743 1.705
H 0.430 -0.417 0.754
H 1.335 1.609 -0.766
H -0.104 2.434 -0.145
H 1.420 -0.913 -0.861
H 1.034 -1.222 -2.595
H -0.554 -2.772 -1.952
H -0.906 -1.816 -0.753
```

What are the Löwdin partial charges on each atom? They are as follows, in elementary charge units: number 1, C, carries -0.13; number 2, C, carries -0.36; number 3, C, carries -0.37; number 4, S, carries 0.73; number 5, C, carries -0.44; number 6, N, carries -0.07; number 7, H, carries 0.07; number 8, H, carries 0.07; number 9, H, carries 0.05; number 10, H, carries 0.11; number 11, H, carries 0.05; number 12, H, carries 0.05; number 13, H, carries 0.06; number 14, H, carries 0.05; number 15, H, carries 0.06; number 16, H, carries 0.06; number 17, H, carries 0.00

---

Model two:
This record from the Open Molecules 2025 dataset describes one molecule with the formula C4H11NS. The level of theory is the ωB97M-V functional and the def2-TZVPD basis.

The HOMO energy comes out at -9.043 eV. As for the HOMO-LUMO gap: 9.772 eV. Its spin multiplicity is 1. The value obtained for the LUMO energy is 0.73 eV.

```
17
C4H11NS, DFT the ωB97M-V functional and the def2-TZVPD basis
C 2.022 -1.140 0.051
N 1.082 -0.141 0.656
C 0.633 0.737 -0.588
C -0.814 1.240 -0.125
C -1.807 0.379 0.766
S -2.607 -0.878 -0.231
H 1.386 -1.690 -0.861
H 3.022 -0.678 -0.452
H 2.374 -1.871 0.894
H 0.127 -0.727 0.644
H 0.783 0.101 -1.718
H 1.419 1.797 -0.681
H -0.812 2.141 0.412
H -1.361 1.672 -1.018
H -1.154 -0.024 1.689
H -2.762 0.842 1.164
H -1.531 -1.762 -0.603
```

What are the Löwdin partial charges on each atom? They are as follows, in elementary charge units: number 1, C, carries -0.22; number 2, N, carries -0.17; number 3, C, carries -0.24; number 4, C, carries -0.31; number 5, C, carries -0.62; number 6, S, carries 0.65; number 7, H, carries 0.10; number 8, H, carries 0.10; number 9, H, carries 0.08; number 10, H, carries 0.07; number 11, H, carries 0.15; number 12, H, carries 0.17; number 13, H, carries 0.06; number 14, H, carries 0.10; number 15, H, carries 0.11; number 16, H, carries 0.07; number 17, H, carries -0.10

---

Stability, highest: model one

---

Model one:
This record from the Open Molecules 2025 dataset describes a 3-piece molecular cluster, C4H11NS overall. The level of theory is the ωB97M-V functional and the def2-TZVPD basis.

The HOMO energy comes out at -7.810 eV. As for the HOMO-LUMO gap: 4.062 eV. Its spin multiplicity is 1. The value obtained for the LUMO energy is -3.75 eV.

```
17
C4H11NS, DFT the ωB97M-V functional and the def2-TZVPD basis
C 0.889 -0.548 -1.279
C 1.652 -0.353 -0.204
S -0.544 2.052 1.603
C -0.539 -0.220 -1.227
N -1.405 -1.215 -0.536
C -1.363 -1.175 0.939
H 2.837 2.050 -0.821
H 2.995 2.333 -1.488
H 2.590 -0.932 -0.073
H 1.249 0.168 0.661
H -1.530 2.588 2.377
H -0.606 0.749 -0.669
H -1.015 -0.017 -2.199
H -1.094 -2.119 -0.908
H -1.298 -0.106 1.122
H -0.511 -1.614 1.447
H -2.309 -1.640 1.256
```

What are the Löwdin partial charges on each atom? They are as follows, in elementary charge units: number 1, C, carries 0.09; number 2, C, carries -0.01; number 3, S, carries 0.21; number 4, C, carries -0.27; number 5, N, carries -0.11; number 6, C, carries -0.15; number 7, H, carries 0.01; number 8, H, carries 0.03; number 9, H, carries 0.09; number 10, H, carries 0.03; number 11, H, carries -0.31; number 12, H, carries 0.07; number 13, H, carries 0.12; number 14, H, carries 0.11; number 15, H, carries -0.07; number 16, H, carries 0.07; number 17, H, carries 0.09

---

Model two:
This record from the Open Molecules 2025 dataset describes one molecule with the formula C4H11NS. The level of theory is the ωB97M-V functional and the def2-TZVPD basis.

The HOMO energy comes out at -8.650 eV. As for the HOMO-LUMO gap: 9.592 eV. Its spin multiplicity is 1. The value obtained for the LUMO energy is 0.94 eV.

```
17
C4H11NS, DFT the ωB97M-V functional and the def2-TZVPD basis
C 1.236 -1.405 0.127
C 1.497 0.079 -0.140
N 0.458 0.801 -0.872
C -0.611 1.416 -0.091
C -1.584 0.494 0.659
S -2.511 -0.662 -0.401
H 0.383 -1.545 0.831
H 1.032 -1.969 -0.782
H 2.129 -1.880 0.578
H 1.693 0.607 0.779
H 2.436 0.139 -0.769
H 0.105 0.279 -1.672
H -1.201 2.038 -0.788
H -0.162 2.070 0.629
H -1.061 -0.073 1.464
H -2.359 1.106 1.127
H -1.480 -1.495 -0.681
```

What are the Löwdin partial charges on each atom? They are as follows, in elementary charge units: number 1, C, carries -0.12; number 2, C, carries -0.29; number 3, N, carries -0.10; number 4, C, carries -0.31; number 5, C, carries -0.56; number 6, S, carries 0.69; number 7, H, carries 0.06; number 8, H, carries 0.06; number 9, H, carries 0.07; number 10, H, carries 0.10; number 11, H, carries 0.12; number 12, H, carries 0.10; number 13, H, carries 0.11; number 14, H, carries 0.10; number 15, H, carries 0.07; number 16, H, carries 0.06; number 17, H, carries -0.17

---

Stability, highest: model two

---

Model one:
This record from the Open Molecules 2025 dataset describes a 2-piece molecular cluster, C3H11N3 overall. The level of theory is the ωB97M-V functional and the def2-TZVPD basis.

As for the net charge: -1. The HOMO energy (alpha / beta) comes out at 0.980 / -5.692 eV. As for the HOMO-LUMO gap (alpha / beta): 3.225 / 9.714 eV. Its spin multiplicity is 2. The value obtained for the LUMO energy (alpha / beta) is 4.21 / 4.02 eV.

```
17
C3H11N3, DFT the ωB97M-V functional and the def2-TZVPD basis
C 1.175 -3.193 0.158
N 0.497 -0.454 0.992
C -0.433 -1.508 0.607
N -0.178 -2.626 0.053
H 1.580 -3.479 -0.880
H 1.140 -4.124 0.746
H 1.885 -2.499 0.694
H 0.306 0.321 0.294
H 0.249 0.007 1.870
H -1.439 -1.107 0.568
C -0.156 2.882 -0.786
N -1.561 2.498 -0.928
H 0.255 2.660 0.245
H -0.059 3.998 -0.931
H 0.497 2.428 -1.552
H -1.625 1.506 -1.021
H -2.132 2.689 -0.129
```

What are the Löwdin partial charges on each atom? They are as follows, in elementary charge units: number 1, C, carries -0.23; number 2, N, carries -0.04; number 3, C, carries -0.48; number 4, N, carries -0.05; number 5, H, carries 0.07; number 6, H, carries 0.04; number 7, H, carries 0.05; number 8, H, carries 0.03; number 9, H, carries -0.03; number 10, H, carries 0.04; number 11, C, carries -0.38; number 12, N, carries -0.13; number 13, H, carries 0.03; number 14, H, carries 0.05; number 15, H, carries 0.04; number 16, H, carries -0.01; number 17, H, carries -0.01

---

Model two:
This record from the Open Molecules 2025 dataset describes a 2-piece molecular cluster, C3H11N3 overall. The level of theory is the ωB97M-V functional and the def2-TZVPD basis.

As for the net charge: -1. The HOMO energy (alpha / beta) comes out at 1.217 / -5.172 eV. As for the HOMO-LUMO gap (alpha / beta): 3.029 / 9.438 eV. Its spin multiplicity is 2. The value obtained for the LUMO energy (alpha / beta) is 4.25 / 4.27 eV.

```
17
C3H11N3, DFT the ωB97M-V functional and the def2-TZVPD basis
C 1.529 1.017 1.768
C 1.407 1.401 0.288
N 1.656 0.244 -0.520
H 2.589 0.908 2.007
H 1.216 1.848 2.450
H 0.973 0.121 2.124
H 0.462 1.942 0.207
H 2.241 2.166 0.233
H 1.814 0.330 -1.504
H 1.896 -0.611 -0.044
N -2.048 -0.317 -1.096
C -2.245 -1.641 -0.817
N -2.902 -2.448 -1.562
H -1.479 0.361 -0.501
H -2.294 0.026 -2.010
H -1.717 -2.014 0.070
H -3.101 -3.333 -1.092
```

What are the Löwdin partial charges on each atom? They are as follows, in elementary charge units: number 1, C, carries -0.31; number 2, C, carries -0.54; number 3, N, carries -0.05; number 4, H, carries 0.04; number 5, H, carries 0.04; number 6, H, carries 0.03; number 7, H, carries 0.03; number 8, H, carries 0.08; number 9, H, carries 0.03; number 10, H, carries 0.04; number 11, N, carries 0.03; number 12, C, carries -0.57; number 13, N, carries -0.01; number 14, H, carries 0.05; number 15, H, carries 0.05; number 16, H, carries 0.07; number 17, H, carries -0.01

---

Stability, highest: model two

---

Model one:
This record from the Open Molecules 2025 dataset describes one molecule with the formula C10H14N2. The level of theory is the ωB97M-V functional and the def2-TZVPD basis.

The HOMO energy comes out at -8.383 eV. As for the HOMO-LUMO gap: 9.096 eV. Its spin multiplicity is 1. The value obtained for the LUMO energy is 0.71 eV.

```
26
C10H14N2, DFT the ωB97M-V functional and the def2-TZVPD basis
N 1.219 -0.904 1.627
C 1.362 -1.660 0.401
C 0.976 -0.883 -0.731
C 1.777 0.503 -1.045
N 1.818 1.246 0.217
C 0.455 1.807 0.241
C -0.731 0.836 0.246
C -2.071 1.305 0.421
C -3.153 0.424 0.229
C -2.860 -0.865 -0.081
C -1.560 -1.277 -0.255
C -0.541 -0.464 -0.391
H 1.624 -1.344 2.319
H 1.682 0.024 1.305
H 0.738 -2.541 0.455
H 2.450 -2.117 0.195
H 0.870 -1.404 -1.675
H 2.836 0.165 -1.674
H 1.193 0.981 -1.819
H 2.314 2.168 -0.124
H 0.596 2.290 1.185
H 0.412 2.453 -0.558
H -2.069 2.452 0.644
H -4.243 0.742 -0.059
H -3.695 -1.696 -0.209
H -1.401 -2.240 -0.864
```

What are the Löwdin partial charges on each atom? They are as follows, in elementary charge units: number 1, N, carries 0.05; number 2, C, carries -0.31; number 3, C, carries -0.25; number 4, C, carries -0.18; number 5, N, carries -0.11; number 6, C, carries -0.19; number 7, C, carries -0.12; number 8, C, carries -0.04; number 9, C, carries -0.13; number 10, C, carries -0.13; number 11, C, carries -0.11; number 12, C, carries -0.15; number 13, H, carries 0.00; number 14, H, carries 0.07; number 15, H, carries 0.10; number 16, H, carries 0.15; number 17, H, carries 0.13; number 18, H, carries 0.18; number 19, H, carries 0.09; number 20, H, carries 0.17; number 21, H, carries 0.12; number 22, H, carries 0.09; number 23, H, carries 0.14; number 24, H, carries 0.14; number 25, H, carries 0.14; number 26, H, carries 0.15

---

Model two:
This record from the Open Molecules 2025 dataset describes one molecule with the formula C10H14N2. The level of theory is the ωB97M-V functional and the def2-TZVPD basis.

The HOMO energy comes out at -7.524 eV. As for the HOMO-LUMO gap: 8.417 eV. Its spin multiplicity is 1. The value obtained for the LUMO energy is 0.89 eV.

```
26
C10H14N2, DFT the ωB97M-V functional and the def2-TZVPD basis
C -2.138 1.436 1.446
C -2.305 0.941 0.027
C -1.328 0.806 -0.854
C -1.258 0.332 -2.242
N 0.140 1.007 -0.102
N 1.032 1.999 -0.556
C 0.715 -0.240 0.205
C 0.008 -1.273 0.724
C 0.650 -2.458 1.100
C 2.040 -2.538 0.978
C 2.755 -1.473 0.468
C 2.095 -0.369 0.012
H -2.178 0.592 2.087
H -2.621 2.356 1.738
H -1.179 1.835 1.484
H -3.295 0.919 -0.275
H -2.200 0.002 -2.750
H -0.416 -0.360 -2.201
H -1.041 1.168 -2.883
H 1.712 1.559 -1.231
H 0.558 2.699 -1.020
H -1.016 -1.053 0.874
H 0.129 -3.317 1.555
H 2.601 -3.540 1.234
H 3.848 -1.638 0.438
H 2.694 0.607 -0.255
```

What are the Löwdin partial charges on each atom? They are as follows, in elementary charge units: number 1, C, carries -0.07; number 2, C, carries -0.10; number 3, C, carries -0.21; number 4, C, carries -0.05; number 5, N, carries -0.13; number 6, N, carries 0.05; number 7, C, carries -0.28; number 8, C, carries -0.04; number 9, C, carries -0.08; number 10, C, carries -0.13; number 11, C, carries -0.12; number 12, C, carries -0.05; number 13, H, carries 0.07; number 14, H, carries 0.08; number 15, H, carries 0.04; number 16, H, carries 0.08; number 17, H, carries 0.10; number 18, H, carries 0.09; number 19, H, carries 0.07; number 20, H, carries 0.08; number 21, H, carries 0.05; number 22, H, carries 0.09; number 23, H, carries 0.11; number 24, H, carries 0.13; number 25, H, carries 0.11; number 26, H, carries 0.13

---

Stability, highest: model two